1.
Computed, not measured: an isolated molecule of C6H7N in a non-equilibrium geometry, with the ωB97M-V functional and the def2-TZVPD basis.

Results
* total energy: -7822.2780 eV
* spin multiplicity: 1
* LUMO: 0.8025 eV
* HOMO-LUMO gap: 0.38305 hartree
* E_HOMO: -9.6 eV
* strongest force on any atom: 4.24 eV/Å
* SMILES: C/C=C1\C[C@@H]1C#N
* relative energy (zero: lowest compared OMol25 entry of this formula, charge and spin): 325.1 kJ/mol

Each line ends with the Löwdin charge.
Cartesian coordinates (Å):
C  -3.455  0.194  0.040  -0.26
C  0.261  1.004  0.526  -0.12
C  -2.437  -0.592  0.592  -0.12
C  -0.825  0.172  0.415  -0.06
C  -1.268  -1.036  -0.283  -0.15
C  1.499  0.743  -0.272  -0.10
N  -4.284  0.833  -0.430  0.15
H  0.231  1.857  1.184  0.09
H  -2.593  -1.033  1.562  0.12
H  -0.813  -1.984  -0.008  0.11
H  -1.432  -0.971  -1.355  0.12
H  1.282  0.785  -1.340  0.08
H  1.903  -0.245  -0.057  0.08
H  2.254  1.489  -0.041  0.07

***

2.
Computed, not measured: an isolated molecule of C6H7N in a non-equilibrium geometry, with the ωB97M-V functional and the def2-TZVPD basis.

Results
* total energy: -7821.4946 eV
* spin multiplicity: 1
* LUMO: 0.7217 eV
* HOMO-LUMO gap: 0.33997 hartree
* E_HOMO: -8.5 eV
* strongest force on any atom: 4.53 eV/Å
* SMILES: [H]/N=c1\c(C)c1C=C
* relative energy (zero: lowest compared OMol25 entry of this formula, charge and spin): 400.7 kJ/mol

Each line ends with the Löwdin charge.
Cartesian coordinates (Å):
C  -1.571  -0.769  -0.592  -0.34
C  1.924  -1.743  0.604  0.03
C  0.577  -1.735  0.741  -0.09
C  -0.304  -0.793  -0.004  -0.09
C  -0.849  0.411  -0.079  -0.08
C  -0.903  1.874  0.133  -0.04
N  -2.614  -1.391  -0.869  0.08
H  2.233  -0.805  0.033  0.09
H  2.642  -2.331  1.132  0.04
H  0.051  -2.465  1.185  0.06
H  -1.342  2.390  -0.756  0.09
H  0.208  2.138  0.183  0.10
H  -1.507  2.181  0.979  0.08
H  -3.441  -0.807  -1.121  0.05

***

3.
Computed, not measured: an isolated molecule of C6H7N in a non-equilibrium geometry, with the ωB97M-V functional and the def2-TZVPD basis.

Results
* total energy: -7820.7437 eV
* spin multiplicity: 1
* LUMO: 0.4750 eV
* HOMO-LUMO gap: 0.33244 hartree
* E_HOMO: -8.6 eV
* strongest force on any atom: 6.07 eV/Å
* SMILES: C=C1C=C[C@H]2N[C@@H]12
* relative energy (zero: lowest compared OMol25 entry of this formula, charge and spin): 473.1 kJ/mol

Each line ends with the Löwdin charge.
Cartesian coordinates (Å):
C  2.261  0.027  0.039  0.09
C  0.906  0.134  -0.129  -0.30
C  -0.010  1.339  -0.284  0.00
C  -1.370  1.130  -0.027  -0.03
C  -1.436  -0.204  0.412  -0.20
C  0.037  -0.915  0.167  -0.25
H  2.582  -1.220  -0.001  0.14
H  3.074  0.675  -0.039  0.02
H  0.218  2.300  -0.621  0.07
H  -2.092  1.894  0.049  0.09
H  -2.065  -0.321  1.181  0.09
H  -1.586  -1.940  -0.687  0.07
H  0.540  -1.766  0.629  0.14
N  -1.059  -1.133  -0.688  0.07

***

4.
Computed, not measured: a cluster of 2 separate species, C6H7N in total in a non-equilibrium geometry, with the ωB97M-V functional and the def2-TZVPD basis.

Results
* total energy: -7823.2331 eV
* spin multiplicity: 1
* LUMO: 0.6540 eV
* HOMO-LUMO gap: 0.36760 hartree
* E_HOMO: -9.3 eV
* strongest force on any atom: 1.13 eV/Å
* SMILES: N#CC1C=CC=C1.[H][H]
* relative energy (zero: lowest compared OMol25 entry of this formula, charge and spin): 232.9 kJ/mol

Each line ends with the Löwdin charge.
Cartesian coordinates (Å):
N  -1.021  -2.089  -2.022  0.15
C  -0.377  -1.558  -1.221  -0.21
C  0.453  -0.942  -0.179  -0.32
C  -0.265  -0.731  1.135  -0.06
C  -0.057  0.528  1.544  -0.08
C  0.735  1.248  0.536  -0.10
C  1.005  0.431  -0.492  -0.10
H  1.303  -1.622  -0.008  0.16
H  -1.823  0.999  -1.110  0.05
H  -0.810  -1.518  1.643  0.11
H  -0.411  0.961  2.473  0.10
H  1.022  2.291  0.614  0.11
H  -1.289  1.334  -1.504  0.05
H  1.532  0.666  -1.408  0.11

***

5.
Computed, not measured: an isolated molecule of C6H7N in a non-equilibrium geometry, with the ωB97M-V functional and the def2-TZVPD basis.

Results
* total energy: -7822.1228 eV
* spin multiplicity: 1
* LUMO: 0.9235 eV
* HOMO-LUMO gap: 0.34478 hartree
* E_HOMO: -8.5 eV
* strongest force on any atom: 1.03 eV/Å
* SMILES: C=C=CCN=C=C
* relative energy (zero: lowest compared OMol25 entry of this formula, charge and spin): 340.1 kJ/mol

Each line ends with the Löwdin charge.
Cartesian coordinates (Å):
C  -1.669  0.112  0.099  -0.11
C  1.744  0.174  -0.098  -0.20
C  -2.277  1.140  -0.397  0.01
C  2.479  1.204  0.194  0.00
C  0.095  -1.616  -0.179  -0.21
C  -1.003  -0.893  0.578  -0.10
N  1.262  -0.855  -0.511  0.08
H  -1.921  2.146  -0.229  0.06
H  -3.178  1.039  -0.980  0.06
H  2.349  2.149  -0.298  0.04
H  3.214  1.149  0.975  0.05
H  0.435  -2.472  0.413  0.11
H  -0.297  -1.997  -1.129  0.12
H  -1.233  -1.278  1.563  0.10

***

6.
Computed, not measured: an isolated molecule of C6H7N in a non-equilibrium geometry, with the ωB97M-V functional and the def2-TZVPD basis.

Results
* total energy: -7820.5727 eV
* spin multiplicity: 1
* LUMO: 0.8344 eV
* HOMO-LUMO gap: 0.32342 hartree
* E_HOMO: -8.0 eV
* strongest force on any atom: 4.73 eV/Å
* SMILES: Cc1c[nH]c2c1C2
* relative energy (zero: lowest compared OMol25 entry of this formula, charge and spin): 489.6 kJ/mol

Each line ends with the Löwdin charge.
Cartesian coordinates (Å):
C  -0.219  -1.010  1.075  -0.07
C  -0.723  0.712  -0.241  -0.10
C  0.368  0.013  0.309  -0.26
C  -2.055  0.003  0.182  -0.10
C  -1.816  0.663  -1.218  -0.09
C  1.851  0.205  0.159  -0.06
N  -1.564  -1.108  0.797  0.01
H  0.213  -1.920  1.646  0.14
H  -2.335  1.683  -1.274  0.10
H  -1.929  0.236  -2.264  0.10
H  2.307  1.175  -0.094  0.08
H  2.427  -0.322  0.975  0.09
H  2.075  -0.488  -0.638  0.06
H  -2.126  -1.765  1.200  0.10

***

7.
Computed, not measured: a structure of composition C6H7N, with the ωB97M-V functional and the def2-TZVPD basis.

Results
* total energy: -7819.9838 eV
* spin multiplicity: 1
* LUMO: 0.6501 eV
* HOMO-LUMO gap: 0.31469 hartree
* E_HOMO: -7.9 eV
* strongest force on any atom: 0.81 eV/Å
* relative energy (zero: lowest compared OMol25 entry of this formula, charge and spin): 546.4 kJ/mol

Each line ends with the Löwdin charge.
Cartesian coordinates (Å):
N  -1.888  -0.834  -1.139  0.20
C  -0.953  -0.536  -0.404  -0.20
C  0.275  -0.897  0.354  -0.23
C  0.179  0.237  1.367  -0.15
C  -0.186  1.292  0.334  -0.13
C  0.163  1.029  -0.993  -0.08
C  1.031  -0.254  -0.842  -0.19
H  0.527  -1.901  0.703  0.14
H  -0.635  0.090  2.086  0.12
H  1.115  0.401  1.910  0.12
H  -0.630  2.242  0.654  0.10
H  -2.058  0.014  -1.685  0.09
H  0.990  -0.873  -1.743  0.11
H  2.069  -0.011  -0.601  0.12

***

8.
Computed, not measured: a cluster of 2 separate species, C6H7N in total in a non-equilibrium geometry, with the ωB97M-V functional and the def2-TZVPD basis.

Results
* total energy: -7814.5447 eV
* spin multiplicity: 3
* ⟨S²⟩: 2.014
* LUMO (spin up / spin down): 0.9686 / -2.6287 eV
* HOMO-LUMO gap (spin up / spin down): 0.22438 / 0.25156 hartree
* E_HOMO (spin up / spin down): -5.1 / -9.5 eV
* strongest force on any atom: 4.93 eV/Å
* relative energy (zero: lowest compared OMol25 entry of this formula, charge and spin): 554.1 kJ/mol

Each line ends with the Löwdin charge.
Cartesian coordinates (Å):
C  -2.984  0.282  -0.944  -0.09
C  -2.576  -0.034  0.323  -0.07
C  -1.592  -0.215  -0.786  -0.34
C  1.931  -0.666  0.927  -0.12
C  2.345  0.868  1.320  -0.04
C  2.401  0.555  -0.003  -0.09
N  -0.621  -0.748  -1.297  0.23
H  -3.793  0.713  -1.656  0.11
H  -2.768  -0.111  1.342  0.05
H  2.639  -1.484  1.106  0.06
H  0.933  -0.961  0.846  0.01
H  2.171  1.552  2.153  0.07
H  -0.445  -0.776  -2.320  0.13
H  2.359  1.025  -1.013  0.08

***

Which of these has the lowest total energy? number 4

***

What did the sixth record say?
Computed, not measured: an isolated molecule of C6H7N in a non-equilibrium geometry, with the ωB97M-V functional and the def2-TZVPD basis.

Results
* total energy: -7820.5727 eV
* spin multiplicity: 1
* LUMO: 0.8344 eV
* HOMO-LUMO gap: 0.32342 hartree
* E_HOMO: -8.0 eV
* strongest force on any atom: 4.73 eV/Å
* SMILES: Cc1c[nH]c2c1C2
* relative energy (zero: lowest compared OMol25 entry of this formula, charge and spin): 489.6 kJ/mol

Each line ends with the Löwdin charge.
Cartesian coordinates (Å):
C  -0.219  -1.010  1.075  -0.07
C  -0.723  0.712  -0.241  -0.10
C  0.368  0.013  0.309  -0.26
C  -2.055  0.003  0.182  -0.10
C  -1.816  0.663  -1.218  -0.09
C  1.851  0.205  0.159  -0.06
N  -1.564  -1.108  0.797  0.01
H  0.213  -1.920  1.646  0.14
H  -2.335  1.683  -1.274  0.10
H  -1.929  0.236  -2.264  0.10
H  2.307  1.175  -0.094  0.08
H  2.427  -0.322  0.975  0.09
H  2.075  -0.488  -0.638  0.06
H  -2.126  -1.765  1.200  0.10

***

What is the total energy in the first record? -7822.2780 eV